Formula: C4H2Cl2N2O6S
Source: OMol25
Level of theory: wB97M-V/def2-TZVPD

## Properties
ΔE to the lowest compared entry with this formula, charge and spin: 0.0 kcal per mole
HOMO energy (alpha / beta): -8.372 / -10.430 eV
total charge: 0
multiplicity: 3
E_LUMO (alpha / beta): -0.272 / -4.024 eV

Structure (XYZ):
```
17
C4H2Cl2N2O6S, DFT wB97M-V/def2-TZVPD
C 1.099 1.129 0.820
C 0.567 1.230 2.192
C 0.780 0.166 -0.068
C -3.054 -0.859 2.579
N 0.256 -1.072 0.423
N -4.033 -0.076 2.338
O 0.159 -2.035 -0.286
O -0.172 -1.005 1.610
O 1.192 1.167 3.179
O -4.379 -0.232 0.976
O -2.317 -0.495 -0.428
O -2.790 -1.818 1.695
S -3.414 -1.321 0.176
Cl -1.178 1.604 2.086
Cl -2.356 -0.951 4.071
H 1.692 1.990 0.545
H 1.191 0.144 -1.131
```

Results of the Löwdin charge analysis, in e, for atoms 1 through 4:
1. C -0.087
2. C -0.807
3. C -0.026
4. C -1.046

***

Formula: C33H50As2AuN7O12PS2
Source: OMol25
Level of theory: wB97M-V/def2-TZVPD

## Properties
HOMO energy (alpha / beta): -5.091 / -5.097 eV
total charge: -1
multiplicity: 3
E_LUMO (alpha / beta): 1.575 / -0.761 eV

Structure (XYZ):
```
108
C33H50As2AuN7O12PS2, DFT wB97M-V/def2-TZVPD
Au 1.104 -2.648 0.712
O -0.682 -6.422 -0.590
S -0.794 -4.997 -0.799
O -1.030 -4.447 -2.157
O -1.533 -4.256 0.262
S 1.387 -4.552 -0.523
C 5.052 -2.682 3.153
O 3.680 -2.181 3.249
C 3.628 -0.888 3.699
O 4.604 -0.330 4.213
C 2.263 -0.273 3.521
C 2.026 0.984 3.991
As 0.229 1.533 4.511
C 0.332 3.512 4.187
C -0.541 0.919 2.776
C -0.801 -0.387 3.117
As 0.836 -1.328 2.679
C 0.641 -2.838 3.969
C -1.932 -0.858 3.988
O -2.332 -2.009 3.983
O -2.491 0.141 4.782
C -3.398 -0.285 5.825
C -0.425 1.385 1.391
O -1.136 0.704 0.497
O 0.352 2.408 1.136
C 1.566 2.206 0.334
C 3.041 1.916 4.563
O 3.089 2.256 5.748
O 3.823 2.414 3.571
C 5.135 2.844 4.043
H 4.913 -3.785 3.091
H 5.617 -2.370 4.042
H 5.541 -2.252 2.276
H 0.538 3.995 5.159
H -0.642 3.790 3.772
H 1.093 3.801 3.458
H 0.462 -2.476 5.004
H 1.576 -3.409 3.959
H -0.207 -3.455 3.609
H -3.828 0.643 6.166
H -2.824 -0.818 6.597
H -4.133 -0.944 5.352
H 1.621 3.137 -0.215
H 1.427 1.327 -0.293
H 2.391 2.092 1.053
H 5.531 2.204 4.836
H 5.040 3.875 4.439
H 5.780 2.822 3.176
N 3.739 -2.129 -1.707
C 3.830 -1.091 -0.804
O 2.953 -0.862 0.070
C 4.991 -0.233 -0.923
C 6.024 -0.556 -1.793
N 6.950 -0.777 -2.467
C 5.081 0.936 -0.168
N 5.167 1.930 0.458
H 3.011 -2.804 -1.499
H 4.523 -2.418 -2.257
N -0.619 0.619 -0.844
P -1.660 0.537 -2.081
N -0.798 0.053 -3.395
C 0.351 -0.873 -3.092
C 0.492 -1.902 -4.197
C 0.853 -1.156 -5.491
C -0.012 0.103 -5.719
C -1.242 0.122 -4.784
N -2.346 1.966 -2.471
C -3.323 2.480 -1.532
C -3.583 4.004 -1.745
C -2.337 4.858 -1.504
C -1.106 4.118 -2.017
C -1.495 3.042 -3.086
N -2.907 -0.520 -1.772
C -2.954 -1.278 -0.487
C -4.204 -2.116 -0.340
C -4.379 -3.064 -1.532
C -4.184 -2.342 -2.888
C -3.929 -0.844 -2.771
H 0.253 -1.332 -2.088
H 1.272 -0.277 -2.970
H -0.452 -2.471 -4.276
H 1.305 -2.610 -3.927
H 0.757 -1.784 -6.406
H 1.902 -0.864 -5.380
H -0.419 0.160 -6.731
H 0.568 1.052 -5.536
H -1.900 -0.725 -5.082
H -1.844 1.038 -4.925
H -2.993 2.382 -0.466
H -4.275 1.918 -1.608
H -4.375 4.290 -1.007
H -3.972 4.194 -2.751
H -2.265 5.056 -0.425
H -2.426 5.816 -2.007
H -0.567 3.624 -1.151
H -0.394 4.837 -2.497
H -0.636 2.561 -3.530
H -2.041 3.490 -3.930
H -2.783 -0.579 0.357
H -2.101 -1.979 -0.453
H -5.073 -1.473 -0.158
H -4.076 -2.756 0.558
H -5.394 -3.568 -1.470
H -3.614 -3.847 -1.447
H -5.082 -2.447 -3.529
H -3.336 -2.790 -3.457
H -4.887 -0.341 -2.487
H -3.629 -0.395 -3.702
```

Results of the Löwdin charge analysis, in e, for atoms 1 through 4:
1. Au 0.444
2. O -0.391
3. S 0.202
4. O -0.402

***

Formula: C36H99N9O9
Source: OMol25
Level of theory: wB97M-V/def2-TZVPD

## Properties
ΔE to the lowest compared entry with this formula, charge and spin: 92.6 kcal per mole
HOMO energy: -8.492 eV
total charge: 0
E_LUMO: 0.468 eV

Structure (XYZ):
```
153
C36H99N9O9, DFT wB97M-V/def2-TZVPD
C 3.702 -2.005 -2.752
C 2.872 -3.296 -2.584
C 3.650 -4.562 -2.826
O 4.277 -4.581 -4.103
C 5.326 -5.532 -4.169
N 2.069 -3.269 -1.302
H 3.098 -1.121 -2.545
H 4.119 -1.844 -3.746
H 4.520 -1.977 -2.032
H 2.120 -3.421 -3.363
H 3.037 -5.452 -2.688
H 4.394 -4.529 -2.030
H 5.004 -6.485 -3.749
H 6.232 -5.114 -3.730
H 5.490 -5.680 -5.237
H 2.654 -3.398 -0.489
H 1.415 -4.036 -1.375
C -1.518 -4.559 -0.029
C -0.724 -5.689 -0.745
C -0.609 -5.588 -2.311
O -1.936 -5.705 -2.739
C -2.036 -5.859 -4.142
N 0.644 -5.587 -0.276
H -1.054 -3.575 0.041
H -1.727 -4.744 1.024
H -2.543 -4.492 -0.396
H -1.157 -6.642 -0.442
H 0.056 -6.335 -2.743
H -0.257 -4.584 -2.551
H -1.689 -6.847 -4.445
H -1.444 -5.145 -4.715
H -3.081 -5.873 -4.452
H 0.715 -5.752 0.718
H 1.080 -6.454 -0.557
C 4.374 7.346 4.862
C 3.479 8.002 3.819
C 2.242 7.197 3.320
O 2.408 5.833 2.918
C 1.300 5.286 2.245
N 2.980 9.272 4.391
H 4.662 6.333 4.580
H 3.840 7.412 5.811
H 5.251 7.951 5.090
H 4.027 8.270 2.915
H 1.889 7.762 2.456
H 1.431 7.158 4.047
H 0.504 5.074 2.958
H 1.499 4.318 1.787
H 0.870 5.939 1.486
H 2.500 9.781 3.663
H 3.816 9.818 4.546
C 1.910 4.367 -1.121
C 0.992 3.201 -1.655
C 0.071 3.783 -2.754
O -0.557 4.939 -2.291
C -1.488 4.695 -1.229
N 1.880 2.211 -2.197
H 2.564 4.777 -1.890
H 2.537 3.996 -0.310
H 1.353 5.244 -0.792
H 0.423 2.724 -0.858
H -0.592 3.016 -3.154
H 0.675 4.095 -3.606
H -2.131 5.518 -0.919
H -0.902 4.417 -0.353
H -2.062 3.799 -1.465
H 2.680 2.700 -2.573
H 1.393 1.783 -2.972
C -6.621 -3.990 7.973
C -6.409 -2.718 7.159
C -5.080 -2.597 6.496
O -4.774 -1.267 5.989
C -3.683 -1.306 5.084
N -7.419 -2.499 6.046
H -6.320 -4.904 7.459
H -7.649 -4.242 8.234
H -6.071 -3.909 8.910
H -6.529 -1.935 7.907
H -5.045 -3.279 5.647
H -4.295 -2.743 7.238
H -3.446 -0.283 4.794
H -3.960 -1.874 4.196
H -2.775 -1.709 5.535
H -7.255 -1.609 5.598
H -8.385 -2.623 6.313
C 2.375 0.067 -5.506
C 0.850 0.082 -5.553
C 0.252 -1.303 -6.002
O 0.640 -1.713 -7.364
C -0.004 -0.962 -8.427
N 0.359 0.351 -4.211
H 2.853 -0.258 -6.430
H 2.768 -0.593 -4.733
H 2.818 1.052 -5.356
H 0.537 0.989 -6.070
H -0.825 -1.174 -5.901
H 0.595 -1.941 -5.188
H -1.076 -1.119 -8.548
H 0.442 -1.246 -9.381
H 0.153 0.109 -8.296
H 0.482 -0.439 -3.593
H -0.628 0.437 -4.408
C 1.442 1.215 1.316
C 1.111 -0.118 0.612
C -0.354 -0.264 0.206
O -1.196 -0.427 1.394
C -2.519 -0.711 1.065
N 2.056 -0.350 -0.436
H 1.461 2.130 0.724
H 2.446 1.191 1.740
H 0.756 1.344 2.153
H 1.316 -0.830 1.412
H -0.435 -1.137 -0.442
H -0.605 0.576 -0.442
H -2.922 -0.834 2.070
H -2.718 -1.523 0.366
H -2.980 0.155 0.591
H 1.907 -1.260 -0.847
H 1.938 0.243 -1.245
C 4.459 1.849 5.026
C 3.332 1.144 5.768
C 2.221 0.526 4.922
O 1.432 -0.342 5.699
C 0.324 -0.856 4.904
N 3.901 0.048 6.596
H 4.012 2.432 4.221
H 5.289 1.225 4.696
H 4.900 2.631 5.644
H 2.915 1.868 6.467
H 2.598 -0.003 4.046
H 1.566 1.338 4.608
H 0.629 -1.385 4.001
H -0.278 0.028 4.694
H -0.374 -1.472 5.471
H 4.411 -0.533 5.947
H 3.182 -0.607 6.866
C -2.874 2.676 -4.403
C -2.805 1.369 -3.724
C -4.132 1.066 -2.992
O -4.106 -0.254 -2.513
C -5.325 -0.765 -2.038
N -2.505 0.478 -4.768
H -3.775 2.924 -4.964
H -2.057 2.815 -5.111
H -2.766 3.567 -3.786
H -2.039 1.266 -2.956
H -4.974 1.107 -3.684
H -4.332 1.766 -2.181
H -6.042 -0.693 -2.855
H -5.665 -0.350 -1.089
H -5.107 -1.798 -1.764
H -2.980 -0.306 -4.345
H -3.133 0.702 -5.527
```

Results of the Löwdin charge analysis, in e, for atoms 1 through 4:
1. C -0.048
2. C -0.393
3. C -0.233
4. O -0.182

***

Formula: C15H10Cl3N3O4PtTe4
Source: OMol25
Level of theory: wB97M-V/def2-TZVPD

## Properties
ΔE to the lowest compared entry with this formula, charge and spin: 10.7 kcal per mole
HOMO energy: -6.772 eV
total charge: 0
E_LUMO: -1.538 eV

Structure (XYZ):
```
40
C15H10Cl3N3O4PtTe4, DFT wB97M-V/def2-TZVPD
Pt 0.638 0.036 -1.207
O -1.838 2.369 3.074
C -0.523 2.400 3.399
C -0.118 2.988 4.596
C 1.217 3.046 4.945
C 2.183 2.516 4.098
C 1.787 1.936 2.912
C 0.440 1.858 2.536
C 0.143 1.213 1.242
O 1.183 0.926 0.516
N -1.112 0.969 0.909
N -1.139 0.381 -0.296
C -2.185 -0.079 -0.867
C -1.957 -0.714 -2.158
C -2.961 -1.331 -2.883
C -2.648 -1.923 -4.098
C -1.344 -1.884 -4.564
C -0.381 -1.258 -3.794
N -0.684 -0.689 -2.630
H -2.335 2.801 3.777
H -0.872 3.405 5.254
H 1.502 3.507 5.882
H 3.230 2.556 4.362
H 2.519 1.517 2.237
H -3.162 -0.016 -0.405
H -3.967 -1.351 -2.489
H -3.419 -2.418 -4.673
H -1.065 -2.337 -5.503
H 0.660 -1.213 -4.087
Te 3.078 -0.588 -2.046
Te 4.517 1.724 -2.011
Te 2.605 3.468 -1.196
Te 0.632 2.289 -2.520
Cl 2.145 -5.225 -0.205
C 0.707 -4.215 -0.034
Cl 0.365 -3.972 1.678
Cl -0.689 -5.017 -0.803
C 0.921 -2.879 -0.818
O 0.568 -1.841 -0.176
O 1.356 -2.956 -1.954
```

Results of the Löwdin charge analysis, in e, for atoms 1 through 4:
1. Pt 0.810
2. O 0.067
3. C -0.253
4. C -0.024

***

Formula: C15H17ClFNO4
Source: OMol25
Level of theory: wB97M-V/def2-TZVPD

## Properties
ΔE to the lowest compared entry with this formula, charge and spin: 309.7 kcal per mole
HOMO energy: -9.037 eV
total charge: 0
E_LUMO: -0.391 eV

Structure (XYZ):
```
39
C15H17ClFNO4, DFT wB97M-V/def2-TZVPD
C -0.988 -2.881 1.268
C -1.842 -1.834 0.645
O -1.621 -1.617 -0.766
C -2.676 -0.919 -1.427
C -2.017 -0.465 -2.773
H -1.344 0.341 -2.252
H -2.857 0.089 -3.086
H -1.579 -1.057 -3.309
C -3.315 0.236 -0.553
N -2.174 0.555 0.450
C -1.779 2.052 0.427
O -2.262 2.803 -0.439
C -0.552 1.994 1.267
H -0.318 3.328 1.313
O 0.574 1.388 0.946
C 1.583 2.010 0.714
O 1.767 3.071 0.495
C 2.715 1.053 0.288
C 3.710 1.656 -0.869
C 4.623 0.822 -1.141
C 4.804 -0.470 -0.763
C 3.924 -0.836 0.503
C 2.984 -0.026 0.842
Cl 1.986 -0.686 2.268
H 4.232 -1.723 0.552
F 5.945 -1.216 -1.106
H 5.318 0.928 -2.046
H 3.456 2.687 -1.258
H -0.943 1.914 2.521
C -1.710 -0.500 1.398
H -2.258 -0.312 2.241
H -0.706 -0.377 1.370
H -4.091 -0.106 0.139
H -3.577 0.966 -1.050
H -3.613 -1.583 -1.719
H -2.992 -1.945 0.871
H -1.233 -3.836 0.557
H -1.139 -2.943 2.529
H -0.036 -2.564 0.951
```

Results of the Löwdin charge analysis, in e, for atoms 1 through 4:
1. C -0.052
2. C -0.416
3. O -0.081
4. C -0.333

***

Formula: C26H34CaCl4N2O6S
Source: OMol25
Level of theory: wB97M-V/def2-TZVPD

## Properties
ΔE to the lowest compared entry with this formula, charge and spin: 10.8 kcal per mole
HOMO energy: -7.541 eV
total charge: 0
E_LUMO: 0.212 eV

Structure (XYZ):
```
74
C26H34CaCl4N2O6S, DFT wB97M-V/def2-TZVPD
Ca 0.847 0.266 0.044
C 1.917 1.978 2.829
O 2.279 1.651 1.490
C 3.665 1.410 1.336
C 3.948 1.037 -0.112
O 3.069 0.040 -0.616
C 3.477 -1.324 -0.544
C 3.664 -1.799 0.876
O 2.524 -1.438 1.631
C 2.635 -1.916 2.964
H 2.393 2.916 3.129
H 2.227 1.179 3.510
H 0.833 2.087 2.846
H 3.975 0.624 2.031
H 4.233 2.318 1.572
H 4.989 0.716 -0.212
H 3.787 1.909 -0.747
H 4.397 -1.467 -1.120
H 2.668 -1.879 -1.017
H 4.562 -1.367 1.338
H 3.791 -2.889 0.867
H 2.671 -3.009 2.977
H 1.756 -1.584 3.507
H 3.543 -1.523 3.437
Cl -2.657 -4.591 -5.157
C -1.791 -3.620 -4.002
C -1.885 -2.240 -4.059
C -1.189 -1.481 -3.137
Cl -1.261 0.252 -3.251
C -0.380 -2.038 -2.119
O 0.250 -1.316 -1.255
C -0.321 -3.449 -2.137
Cl 0.666 -4.238 -0.934
C -1.005 -4.235 -3.043
H -2.485 -1.756 -4.815
H -0.924 -5.312 -3.002
C -1.159 -3.498 2.008
S -0.817 -1.848 2.637
C -2.347 -1.522 3.525
H -1.210 -4.239 2.805
H -0.354 -3.759 1.321
H -2.096 -3.499 1.449
H -3.205 -1.650 2.865
H -2.318 -0.484 3.853
H -2.445 -2.171 4.394
C -0.513 5.558 -1.331
C 0.178 4.287 -1.685
C 0.824 3.885 -2.838
C 1.229 2.558 -2.602
N 0.878 2.185 -1.380
N 0.247 3.247 -0.838
C 1.941 1.609 -3.509
H -0.391 6.283 -2.132
H -0.106 5.988 -0.415
H -1.581 5.395 -1.178
H 0.958 4.462 -3.737
H -0.213 3.121 0.056
H 1.838 1.923 -4.546
H 1.525 0.606 -3.404
H 3.006 1.559 -3.273
Cl -6.955 -1.211 -0.063
C -5.481 -0.412 0.409
C -5.540 0.641 1.308
C -4.362 1.269 1.680
C -3.141 0.854 1.162
C -3.109 -0.199 0.255
C -4.278 -0.840 -0.127
C -1.870 1.544 1.617
O -1.922 2.422 2.474
O -0.793 1.166 1.029
H -6.494 0.956 1.706
H -4.369 2.086 2.390
H -2.166 -0.523 -0.154
H -4.258 -1.658 -0.836
```

Results of the Löwdin charge analysis, in e, for atoms 1 through 4:
1. Ca 1.415
2. C -0.049
3. O -0.287
4. C -0.191

***

Q: Which value of total charge does entry 3 give?
A: 0